{
  "formula": "C23H37BBrF13I2N2O7S2",
  "method": "ωB97M-V with the def2-TZVPD basis set",
  "e_tot_ha": -6823.24170,
  "fmax_ev_per_a": 4.31,
  "homo_ev": -4.28,
  "multiplicity": 1,
  "e_lumo_ha": -0.0469,
  "gap_ha": 0.1104,
  "symbols": ["C", "C", "C", "C", "O", "C", "O", "C", "C", "C", "S", "C", "O", "O", "C", "Br", "C", "I", "C", "C", "I", "N", "C", "C", "C", "F", "F", "C", "F", "F", "C", "F", "F", "C", "F", "F", "S", "F", "F", "F", "F", "F", "C", "C", "N", "B", "O", "O", "C", "C", "H", "H", "H", "H", "H", "H", "H", "H", "H", "H", "H", "H", "H", "H", "H", "H", "H", "H", "H", "H", "H", "H", "H", "H", "H", "H", "H", "H", "H", "H", "H", "H", "H", "H", "H", "H", "O", "H"],
  "positions_angstrom": [[-5.56, -1.76, -0.95], [-4.28, -1.85, -1.40], [-3.06, -1.77, -0.46], [-1.88, -1.29, -1.34], [-2.32, -0.08, -1.96], [-1.80, 1.15, -1.59], [-2.84, 2.05, -1.43], [-4.16, 1.63, -1.76], [-5.06, 2.89, -1.59], [-4.29, 4.18, -1.97], [-1.11, 1.87, -3.18], [0.16, 0.94, -4.03], [-2.23, 1.76, -4.09], [-0.75, 3.26, -3.13], [-0.98, 1.21, -0.21], [-2.43, 1.64, 1.16], [-0.06, 2.45, -0.10], [1.82, 2.28, -1.17], [0.16, 3.07, 1.34], [1.61, 3.59, 1.61], [-0.95, 4.91, 1.58], [-0.48, -0.11, 0.32], [0.67, -0.11, 1.26], [0.18, -0.24, 2.74], [1.35, -0.30, 3.71], [2.24, 0.66, 3.43], [0.82, 0.04, 4.91], [1.97, -1.72, 3.89], [1.93, -2.05, 5.16], [1.25, -2.67, 3.26], [3.44, -1.87, 3.33], [3.49, -1.31, 2.12], [3.61, -3.18, 3.15], [4.53, -1.42, 4.35], [4.66, -2.41, 5.20], [4.17, -0.40, 5.08], [6.25, -1.06, 3.64], [6.54, -0.08, 4.85], [5.69, 0.13, 2.79], [6.05, -2.12, 2.49], [6.89, -2.22, 4.52], [7.68, -0.76, 3.08], [-0.48, -1.27, -0.67], [-0.41, -2.64, 0.10], [0.96, -3.22, 0.08], [0.78, -1.37, -1.65], [2.07, -0.99, -1.36], [0.54, -1.94, -2.89], [1.19, -3.19, -3.13], [1.28, -3.54, -4.61], [-5.98, -2.53, -0.31], [-6.13, -0.90, -1.29], [-4.10, -1.98, -2.47], [-3.27, -1.12, 0.39], [-2.94, -2.80, -0.09], [-1.80, -2.04, -2.13], [-4.51, 0.93, -1.00], [-4.32, 1.29, -2.79], [-5.36, 2.97, -0.55], [-5.93, 2.81, -2.24], [-3.69, 4.55, -1.13], [-3.62, 3.99, -2.81], [-4.99, 4.97, -2.26], [1.11, 0.81, -3.53], [-0.27, -0.02, -4.34], [0.34, 1.49, -4.96], [-0.60, 3.25, -0.61], [0.01, 2.38, 2.16], [1.91, 4.40, 0.95], [1.53, 4.04, 2.61], [2.34, 2.77, 1.73], [-1.24, -0.45, 0.92], [1.32, -0.98, 1.15], [1.35, 0.74, 1.23], [-0.46, 0.58, 3.05], [-0.44, -1.14, 2.79], [-1.03, -3.38, -0.40], [-0.80, -2.55, 1.12], [0.96, -4.08, -0.46], [1.18, -3.51, 1.03], [2.60, -1.73, -1.05], [0.58, -3.97, -2.65], [2.19, -3.26, -2.69], [2.07, -2.95, -5.08], [0.30, -3.41, -5.07], [1.58, -4.59, -4.66], [1.09, 7.17, 0.42], [0.18, 7.47, 0.53]],
  "mulliken_charge": [-0.899, -0.532, -0.418, -1.044, -0.294, 0.364, 0.152, -0.132, -0.635, -0.994, 1.864, -1.149, -0.819, -0.741, 0.106, 0.022, -2.192, 0.214, -0.232, -1.949, 0.287, 0.834, 0.002, -1.409, 0.664, -0.235, -0.379, 0.537, -0.311, -0.287, 0.580, -0.201, -0.323, 0.550, -0.263, -0.252, 1.441, -0.304, -0.284, -0.310, -0.306, -0.291, 1.206, -1.859, -0.273, 0.440, -0.888, -0.412, -0.150, -1.475, 0.309, 0.259, 0.401, 0.393, 0.540, 0.800, -0.082, 0.340, 0.326, 0.383, 0.165, 0.193, 0.463, 0.093, 0.388, 0.549, 1.012, 0.494, 0.587, 0.594, 0.389, 0.919, -0.252, 0.075, 0.754, 0.434, 0.506, 0.468, 0.291, 0.194, 0.352, 0.223, 0.269, 0.340, 0.323, 0.400, -0.994, 0.081]
}